The following is a DFT calculation (wB97M-V/def2-TZVPD) of a 17-piece molecular cluster, C36H102F3O18 overall at a distorted geometry.

Output
E_tot = -3086.61512 Eh
M = 880.19 u
HOMO-LUMO gap = 6.3 eV
energy relative to the best compared isomer or geometry (same formula, charge and spin) = 15.1 kcal/mol
net charge = -1

Structure (XYZ):
```
159
Properties=species:S:1:pos:R:3:forces:R:3
C -17.209358 0.664844 27.294521 -3.4 -2.4 1.1
O -16.587181 0.156904 26.104736 1.3 0.8 -0.9
O -17.922177 -0.358450 27.807537 2.0 1.7 0.3
C -16.192411 1.374217 28.229245 -0.2 -1.6 -0.8
F -15.607369 2.394103 27.562023 0.4 0.7 0.2
F -16.776710 1.869410 29.321044 0.1 0.3 0.0
F -15.182867 0.562051 28.640690 -0.1 0.3 0.0
C -16.411193 0.990939 24.983655 1.1 -0.7 -1.6
C -15.757951 0.113941 23.886620 0.5 -0.1 0.3
H -16.469205 -0.693682 23.707181 0.2 -0.2 -0.3
H -15.501873 0.623215 22.955219 -0.6 0.2 0.3
H -14.787194 -0.309307 24.156789 -0.2 -0.3 0.6
H -15.765097 1.857073 25.141666 -0.2 0.1 0.4
H -17.328225 1.299729 24.473166 -0.4 0.3 0.8
H -17.910891 1.453856 26.971293 0.2 0.8 -0.2
C -16.909062 -5.510986 22.402586 0.4 -0.4 -0.1
C -16.367054 -4.401030 23.249430 -1.4 0.4 0.7
O -17.185004 -4.399470 24.439818 1.0 -0.2 0.0
H -16.417610 -5.498220 21.428227 -0.3 -0.1 -0.2
H -17.993148 -5.398928 22.367966 0.0 0.1 -0.4
H -16.734041 -6.485754 22.861526 0.2 0.0 0.1
H -16.571446 -3.442801 22.763817 0.5 0.1 -0.3
H -15.305256 -4.481109 23.482821 0.0 -0.1 0.0
H -16.711202 -3.794645 25.050961 -0.4 0.1 0.1
C -12.590508 2.522222 20.952034 -0.5 -0.8 0.5
C -12.638971 1.249677 21.806186 0.8 0.2 -0.4
O -11.331783 0.733572 22.021120 0.1 -0.2 0.1
H -13.639040 2.805341 20.848720 0.2 0.7 -0.2
H -12.151474 2.395221 19.963272 0.0 -0.3 0.1
H -11.999111 3.253335 21.502676 -0.2 0.3 -0.1
H -13.231147 0.457533 21.341230 -0.1 0.2 -0.1
H -13.092603 1.489674 22.770334 -0.2 0.0 0.0
H -11.104238 0.917803 22.947110 -0.1 0.0 -0.3
C -12.754194 -2.382866 22.452686 -0.6 0.1 0.1
C -13.697983 -2.130950 21.284799 0.0 0.6 -0.2
O -14.380491 -3.324328 20.951437 0.2 -0.4 0.2
H -12.250187 -1.464859 22.756601 0.2 -0.1 -0.3
H -12.041688 -3.180043 22.244045 0.1 0.1 -0.1
H -13.347587 -2.690440 23.316639 -0.1 -0.1 0.0
H -13.216407 -1.689145 20.404878 0.6 -0.4 -0.1
H -14.382403 -1.311331 21.538548 -0.4 -0.3 0.4
H -14.988274 -3.174418 20.217216 -0.1 0.4 0.1
C -12.998998 2.065846 25.507123 -0.2 0.7 0.0
C -11.505161 2.217371 25.679356 -0.2 -0.6 0.0
O -10.890202 1.775359 24.468818 0.4 0.0 -0.1
H -13.590890 2.345925 26.378005 0.3 0.1 0.2
H -13.316722 1.051270 25.267805 0.3 -0.1 -0.2
H -13.282368 2.752223 24.706807 -0.3 -0.3 -0.1
H -11.148916 1.575821 26.490518 0.1 0.3 0.2
H -11.165193 3.249019 25.794561 -0.4 0.1 0.6
H -9.983683 2.093921 24.496407 0.1 -0.1 -0.2
C -18.839747 2.194870 20.653320 0.3 0.6 -0.3
C -17.996808 1.717790 21.829202 -0.7 0.4 -0.4
O -16.608307 1.763502 21.498517 -0.5 -0.4 -0.1
H -18.672443 1.550591 19.787286 -0.4 -0.3 0.1
H -18.550294 3.174891 20.267473 0.2 0.2 0.4
H -19.893189 2.281634 20.920687 -0.1 -0.4 -0.1
H -18.364179 0.721311 22.086191 0.5 -0.3 0.1
H -18.167429 2.312490 22.726419 0.2 0.3 -0.2
H -16.431505 0.990816 20.952015 0.2 0.0 -0.1
C -13.482871 5.191824 27.712133 0.0 0.7 -0.1
C -12.978969 5.654894 29.074098 0.2 -1.3 -0.3
O -13.762707 6.748653 29.474655 -0.1 0.4 0.3
H -12.878543 4.400711 27.271548 -0.1 -0.2 0.2
H -13.499210 6.005898 26.984056 0.1 0.2 0.1
H -14.523120 4.893327 27.843861 0.1 -0.4 -0.1
H -11.904368 5.856969 29.129495 0.0 0.4 -0.4
H -13.094590 4.784513 29.731385 -0.3 0.1 0.3
H -13.662119 6.867855 30.423002 0.0 0.1 0.0
C -20.673265 -2.541020 23.182346 -0.6 0.1 -0.3
C -19.691099 -1.844236 24.101786 0.9 -1.1 0.0
O -19.311418 -2.664555 25.178375 -0.6 0.2 0.7
H -21.630200 -2.774561 23.653453 0.0 0.3 0.3
H -20.329929 -3.514055 22.824987 0.5 0.1 -0.1
H -20.871954 -1.894572 22.322413 -0.1 -0.1 -0.1
H -20.073409 -0.905978 24.502415 -0.1 -0.1 0.1
H -18.770345 -1.640383 23.540495 -0.1 0.4 -0.3
H -18.785952 -3.421685 24.886432 0.1 0.1 -0.3
C -18.023988 -1.635185 20.601478 -0.2 0.3 -0.4
C -17.728211 -2.650644 19.536970 -0.8 -0.8 -0.7
O -16.417801 -2.435956 19.056248 0.9 0.1 0.0
H -17.249651 -1.627083 21.367543 -0.1 0.0 0.1
H -19.012899 -1.786464 21.031797 0.1 -0.2 0.2
H -18.080432 -0.659398 20.113466 0.2 0.1 0.1
H -18.421546 -2.565923 18.691477 -0.2 0.4 0.1
H -17.869617 -3.695540 19.832410 0.3 0.1 0.6
H -16.199364 -3.074951 18.371987 -0.2 0.0 -0.1
C -19.998968 1.911329 30.234966 0.2 0.0 -0.1
C -20.457501 2.190259 28.798194 0.1 0.5 0.6
O -21.098767 1.059168 28.256397 -0.1 -0.4 0.2
H -19.288322 1.085804 30.285012 -0.1 -0.1 -0.3
H -20.818742 1.684384 30.918355 -0.2 -0.1 -0.3
H -19.497700 2.785767 30.656007 0.0 0.1 -0.2
H -19.604003 2.502664 28.189104 0.2 -0.3 0.0
H -21.116971 3.064857 28.819300 -0.3 0.0 0.0
H -21.758026 1.284714 27.598296 0.1 0.3 0.0
C -16.731695 5.090514 30.601426 -0.1 0.3 0.1
C -17.305818 4.403215 31.844904 0.6 0.1 -0.5
O -18.604974 4.927168 32.112799 0.2 0.0 0.1
H -16.598945 6.162968 30.758370 -0.2 0.0 0.2
H -17.398531 4.975141 29.745855 -0.1 -0.1 0.0
H -15.742253 4.743963 30.301348 -0.1 -0.4 0.1
H -16.649420 4.569447 32.703143 0.1 0.1 0.0
H -17.337438 3.320626 31.703449 -0.2 0.0 -0.1
H -18.698612 4.904380 33.068180 -0.3 0.0 0.0
C -14.318918 2.439715 31.639585 0.0 -0.3 0.3
C -13.510449 1.707133 32.689400 0.5 -0.1 -0.3
O -13.936532 2.031276 33.992355 -0.7 0.6 0.4
H -15.301896 1.969864 31.622149 -0.1 0.4 -0.2
H -13.838926 2.282367 30.673124 -0.1 0.0 -0.1
H -14.397629 3.511068 31.822935 0.0 0.0 0.1
H -12.448359 1.956130 32.599778 0.1 -0.2 -0.2
H -13.670167 0.642515 32.498911 0.3 -0.1 0.0
H -13.455188 1.543164 34.662500 0.2 -0.2 -0.2
C -15.443389 5.880098 23.608749 0.4 0.1 -0.2
C -15.040506 4.460687 23.237710 -0.8 0.1 1.1
O -15.429230 4.184489 21.927765 0.0 -0.2 -0.5
H -15.166433 6.102638 24.640383 0.1 0.1 -0.1
H -16.519185 6.043479 23.546711 0.0 -0.3 -0.1
H -14.969167 6.582528 22.920793 0.1 0.1 0.1
H -15.587772 3.800312 23.924348 0.1 -0.1 0.1
H -13.982794 4.241293 23.423784 0.2 0.4 -0.2
H -15.643838 3.239346 21.890480 -0.1 0.2 -0.4
C -12.829785 -1.483650 30.086839 0.2 0.0 -0.4
C -13.828170 -2.099893 31.012284 -0.6 -0.3 0.7
O -13.162466 -3.084819 31.810728 0.6 0.1 0.1
H -12.080759 -0.919315 30.644596 0.1 -0.2 0.1
H -13.293497 -0.784735 29.390670 -0.2 -0.1 0.0
H -12.341764 -2.279090 29.521448 0.1 0.1 -0.1
H -14.652800 -2.615025 30.515240 0.0 0.3 -0.4
H -14.258708 -1.317592 31.643183 -0.1 0.0 0.1
H -13.662531 -3.292719 32.602335 -0.2 0.1 -0.1
C -14.310734 -3.794797 26.664924 0.5 0.2 0.2
C -15.058363 -2.474665 26.813590 0.1 -0.7 0.3
O -16.166600 -2.459531 25.933075 0.5 0.2 0.2
H -14.850112 -4.700574 26.938070 -0.3 0.3 0.3
H -13.435333 -3.706115 27.313809 0.1 -0.3 0.0
H -13.945759 -3.993729 25.654783 0.0 0.4 -0.1
H -14.363589 -1.638277 26.685212 -0.1 0.1 -0.6
H -15.391160 -2.322214 27.846167 -0.2 -0.3 0.1
H -16.511533 -1.541235 25.963350 -0.4 0.1 0.1
C -18.486810 4.066956 25.100771 0.3 0.6 -0.5
C -17.977284 4.821390 26.312619 0.2 -0.9 1.0
O -17.617988 6.161794 26.056651 -0.4 0.6 -0.7
H -19.386656 4.534625 24.697107 0.0 0.1 0.0
H -18.723880 3.028104 25.325786 0.1 0.0 0.3
H -17.729616 4.065522 24.313068 0.0 0.0 0.0
H -17.082647 4.353610 26.736135 -0.1 -0.5 -0.1
H -18.748782 4.751559 27.087874 -0.1 0.2 0.1
H -17.188752 6.517924 26.837499 0.0 -0.1 0.1
C -18.079582 -5.868263 29.041383 0.1 0.0 0.5
C -17.313242 -4.871086 28.181792 -0.5 -0.2 0.0
O -18.093559 -3.723290 27.984836 -0.2 -0.1 0.0
H -17.500758 -6.778356 29.215673 0.2 0.1 -0.1
H -19.042987 -6.194877 28.649323 0.0 0.3 -0.3
H -18.254276 -5.416776 30.020167 -0.1 0.0 0.0
H -17.071088 -5.342872 27.223894 0.3 0.0 -0.1
H -16.402134 -4.599276 28.726388 0.3 -0.2 -0.1
H -17.645151 -3.125981 27.365672 -0.2 0.2 0.1
```
Forces are in eV/Å.